# 1
The following is a DFT calculation (ωB97M-V with the def2-TZVPD basis set) of a molecular structure, C42H46In2N12O28 at a distorted geometry.

Its calculated total energy is -129794.9947 eV. The net charge is +2. The LUMO energy is -11.2 eV. The calculation puts the HOMO-LUMO gap at 2.28 eV. As for the spin multiplicity: 1. Its highest occupied orbital energy is -13.5 eV.

```
130
Properties=species:S:1:pos:R:3:mulliken_charge:R:1
In -0.8657 0.7229 5.2077 1.07
In -1.3660 -3.2241 1.5884 0.96
N -0.0880 0.1848 1.1834 0.55
O -0.4655 -0.6602 0.4679 0.21
O -0.0544 1.3400 0.7811 -0.37
O 0.1711 -0.0463 2.3194 0.03
N -3.7126 0.0433 2.2355 0.83
O -3.5949 -1.0704 1.7692 -0.41
O -2.8319 0.4682 2.9266 -0.21
O -4.6923 0.7215 1.9605 -0.52
O -0.1939 -1.4434 7.4146 -0.33
C -0.5730 -2.7723 7.0165 -0.38
C -0.5119 -3.2451 5.4580 -0.22
O -0.8081 -2.3346 4.3471 -0.32
H -1.5967 -2.8251 7.3871 0.29
H -0.0410 -3.5663 7.5407 0.37
H -1.1738 -4.1110 5.4391 0.37
H 0.4767 -3.6817 5.3163 0.22
C -2.9833 5.1574 -2.3867 -0.23
N -3.7300 5.9708 -1.3713 1.01
O -3.0708 6.8843 -0.8983 -0.56
O -4.9047 5.7976 -1.1492 -0.56
H -3.6419 4.7361 -3.1462 0.22
H -2.5245 4.3701 -1.7886 -0.23
H -2.1159 5.6886 -2.7785 0.37
C -5.3810 -2.1725 6.1160 -0.85
N -4.2013 -1.9984 5.1642 0.80
O -4.2383 -2.7646 4.2038 -0.49
O -3.3909 -1.1326 5.4040 -0.45
H -6.1985 -2.5686 5.5136 0.33
H -5.5588 -1.1571 6.4700 0.33
H -5.1059 -2.9818 6.7923 0.31
C 0.8365 -3.8146 -3.5567 -1.10
N 0.9805 -2.9773 -2.3578 0.91
O 0.3256 -3.1715 -1.3338 -0.46
O 1.6811 -1.9836 -2.5351 -0.47
H -0.2273 -4.0295 -3.6579 0.34
H 1.4638 -4.6890 -3.3840 0.36
H 1.0430 -3.1976 -4.4313 0.37
C -2.2530 3.4647 0.8673 0.07
N -1.5503 3.8814 2.1375 0.77
O -1.0701 4.9735 2.1677 -0.53
O -1.5002 3.1172 3.1507 -0.39
H -2.6787 2.4840 1.0798 -0.24
H -1.5219 3.3709 0.0644 -0.15
H -3.0698 4.1480 0.6346 0.42
C 2.4067 1.4041 -2.6940 -0.38
C 2.6956 1.4049 -4.1013 -0.79
C 2.1028 2.3524 -4.9603 -0.46
C 1.1731 3.3060 -4.4558 -0.26
C 0.9315 3.3187 -3.0390 -0.36
C 1.5326 2.3353 -2.2078 0.10
N 0.4680 4.2011 -5.3408 1.00
O 0.5584 4.0269 -6.5595 -0.57
O -0.3162 5.0740 -4.8843 -0.55
H 2.6933 0.6185 -2.0106 0.45
H 3.1769 0.5786 -4.6034 0.40
H 2.1808 2.1700 -6.0219 0.50
H 0.1322 3.9361 -2.6565 0.46
H 1.3347 2.2361 -1.1507 0.49
C 4.0208 3.4692 -0.0541 -0.57
C 3.6188 4.6805 0.4436 -0.60
C 2.8419 4.7933 1.6165 -0.63
C 2.5483 3.6641 2.3103 -0.06
C 2.9638 2.4273 1.7843 0.53
C 3.7171 2.3131 0.6354 -0.43
N 1.8097 3.6520 3.5933 0.83
O 1.1899 2.5703 3.8836 -0.38
O 1.7866 4.6772 4.2544 -0.55
H 4.5875 3.3780 -0.9688 0.47
H 3.8945 5.5867 -0.0752 0.44
H 2.4578 5.7553 1.9219 0.54
H 2.7848 1.5606 2.4033 -0.02
H 4.0289 1.3844 0.1807 0.52
C 4.8706 -3.6148 3.1859 -0.50
C 5.5591 -2.4363 3.2672 -0.67
C 5.0059 -1.2508 3.6552 -0.22
C 3.7374 -1.1987 4.1943 -0.17
C 3.0430 -2.3786 4.2760 0.05
C 3.5709 -3.5799 3.7178 -0.30
N 3.1938 0.0770 4.6184 0.86
O 3.8829 1.0783 4.6087 -0.55
O 2.0362 0.0931 5.0432 -0.53
H 5.4317 -4.4498 2.7930 0.49
H 6.4816 -2.3399 2.7140 0.36
H 5.6116 -0.3852 3.4310 0.48
H 2.0656 -2.3358 4.7336 0.14
H 2.9960 -4.4511 3.9952 0.38
C -1.1845 -1.4883 -5.6574 -0.70
C -2.1679 -2.4617 -5.5615 -0.79
C -2.8139 -2.6244 -4.3240 -0.65
C -2.5034 -1.8663 -3.2070 -0.16
C -1.4119 -0.9195 -3.2521 0.48
C -0.7739 -0.7636 -4.5018 -0.01
N -3.1733 -2.1132 -1.9792 1.00
O -2.5588 -2.0066 -0.9371 -0.45
O -4.3319 -2.4717 -1.9569 -0.61
H -0.7475 -1.3678 -6.6377 0.50
H -2.4387 -3.1381 -6.3588 0.49
H -3.4204 -3.5141 -4.2414 0.51
H -1.0361 -0.3442 -2.4189 0.20
H 0.0129 -0.0242 -4.5280 0.13
C 5.4282 -4.7072 -1.4601 -0.56
C 4.4563 -5.3223 -0.6218 -0.88
C 3.4870 -4.5408 0.0192 -0.48
C 3.7439 -3.1041 0.0857 0.33
C 4.8388 -2.5924 -0.5527 -0.43
C 5.6695 -3.3412 -1.3324 -0.64
N 2.7000 -2.2538 0.7933 1.30
O 2.8131 -1.0489 0.6651 -0.31
O 1.7038 -2.8433 1.2224 -0.51
H 5.9742 -5.3355 -2.1481 0.47
H 4.3681 -6.3985 -0.6410 0.48
H 2.6014 -4.9523 0.4807 0.48
H 4.9714 -1.5207 -0.5402 0.34
H 6.5022 -2.8789 -1.8416 0.48
C -6.1147 0.5048 -2.2253 -0.27
C -6.0921 0.3004 -3.6236 -0.76
C -5.0419 0.8097 -4.3603 -0.56
C -4.0439 1.5977 -3.7733 -0.94
C -4.0142 1.6431 -2.3305 0.84
C -5.0712 1.1541 -1.5715 -0.61
N -2.9028 2.0848 -4.5123 1.04
O -1.9634 2.6710 -3.8645 -0.32
O -2.9174 2.0133 -5.7417 -0.63
H -6.8568 0.0354 -1.5965 0.43
H -6.8430 -0.3185 -4.0922 0.44
H -4.9822 0.7081 -5.4339 0.56
H -3.1650 2.0097 -1.7731 0.43
H -4.9992 1.1225 -0.4943 0.39
```

# 2
The following is a DFT calculation (ωB97M-V with the def2-TZVPD basis set) of a molecular structure, C42H47CuF3Ge2IO4P at a distorted geometry.

Its calculated total energy is -235723.7690 eV. The net charge is -2. The LUMO energy (spin up / spin down) is 4.0 / 3.9 eV. The expectation value of S² is 0.76. The calculation puts the HOMO-LUMO gap (spin up / spin down) at 5.42 / 5.66 eV. As for the spin multiplicity: 2. Its highest occupied orbital energy (spin up / spin down) is -1.4 / -1.7 eV.

```
101
Properties=species:S:1:pos:R:3:mulliken_spin:R:1
Cu 0.6981 -0.5203 -0.5689 0.56
I 3.0255 -1.8692 0.6390 0.04
C 4.1132 -0.1696 -0.0483 -0.01
C 5.4556 -0.1796 0.2410 0.00
C 6.2953 0.8247 -0.2509 0.00
C 5.7641 1.8242 -1.0146 0.00
C 4.3833 1.8736 -1.3008 0.01
C 3.8646 2.9169 -2.0933 0.00
C 2.5326 2.9496 -2.4004 0.00
C 1.6854 1.9556 -1.9047 -0.08
C 2.1037 0.9057 -1.1020 0.08
C 3.5026 0.8576 -0.8055 0.07
H 5.8663 -0.9713 0.8508 0.00
H 7.3554 0.7887 -0.0340 0.00
H 6.3958 2.6017 -1.4258 0.00
H 4.5482 3.6817 -2.4501 0.00
H 2.1137 3.7375 -3.0156 0.00
H 0.6404 1.9997 -2.1767 -0.02
C 0.7803 -4.1683 2.6340 0.00
C -0.4018 -3.2080 2.8375 0.00
C -0.5135 -2.8365 4.3134 0.00
C -1.6937 -3.8768 2.3481 0.00
O -0.1659 -2.0833 2.0178 0.00
P -0.1650 -0.5214 2.3946 0.01
O -1.1492 -0.1214 3.4276 0.00
O -0.2088 0.1924 1.0696 0.09
O 1.3765 -0.4270 2.9855 0.01
C 1.8092 0.7067 3.7010 0.00
C 3.3344 0.7666 3.5334 0.00
C 1.4373 0.5440 5.1803 0.00
C 1.1638 1.9845 3.1682 0.00
H 0.6127 -5.1096 3.1588 0.00
H 1.6905 -3.7065 3.0110 0.00
H 0.9128 -4.3591 1.5705 0.00
H -0.7518 -3.7117 4.9172 0.00
H -1.2847 -2.0838 4.4375 0.00
H 0.4313 -2.4109 4.6408 0.00
H -1.8794 -4.7864 2.9196 0.00
H -1.5976 -4.1193 1.2921 0.00
H -2.5321 -3.1943 2.4675 0.00
H 3.7771 -0.1724 3.8620 0.00
H 3.7520 1.5915 4.1102 0.00
H 3.5803 0.9092 2.4836 0.00
H 1.9865 -0.2808 5.6328 0.00
H 0.3757 0.3261 5.2392 0.00
H 1.6558 1.4621 5.7250 0.00
H 1.3517 2.0830 2.1012 0.00
H 1.5450 2.8630 3.6914 0.00
H 0.0901 1.9070 3.3126 0.00
C -2.2706 -1.4811 -4.1217 0.00
Ge -1.8945 0.4824 -3.7942 0.01
C -3.0320 1.3157 -5.3072 0.02
C -0.0850 0.6163 -4.6938 0.00
Ge -1.5501 0.9718 -1.1911 0.11
C -1.4576 3.0272 -1.2561 0.06
C -1.3782 3.7262 -2.4590 0.00
C -1.1109 5.0827 -2.5041 0.00
C -0.9245 5.7922 -1.3277 0.01
C -0.9863 5.1220 -0.1168 -0.01
C -1.2354 3.7601 -0.0919 0.02
C -3.4739 0.8476 -0.5644 0.02
C -3.8112 1.1641 0.7484 0.02
C -5.0918 0.9695 1.2365 -0.01
C -6.0708 0.4252 0.4210 0.01
C -5.7497 0.0736 -0.8799 0.00
C -4.4698 0.2882 -1.3583 0.02
H -2.4352 -1.6967 -5.1773 0.00
H -3.1398 -1.8292 -3.5688 0.00
H -1.4199 -2.0636 -3.7792 0.00
H -2.8077 0.8127 -6.2421 0.00
H -2.8153 2.3725 -5.4286 0.00
H -4.0942 1.2181 -5.1089 0.00
H -0.0659 0.0827 -5.6423 0.00
H 0.6736 0.1857 -4.0452 0.00
H 0.1943 1.6512 -4.8830 0.00
H -1.5269 3.1906 -3.3891 0.00
H -1.0445 5.5960 -3.4597 0.00
H -0.7226 6.8575 -1.3566 0.00
H -0.8252 5.6692 0.8084 0.00
H -1.2447 3.2458 0.8605 0.00
H -3.0469 1.5516 1.4081 0.00
H -5.3336 1.2306 2.2615 0.00
H -7.0748 0.2615 0.7992 0.00
H -6.5035 -0.3765 -1.5185 0.00
H -4.2328 0.0142 -2.3788 0.00
F -3.9253 -8.4804 -3.1932 0.00
C -3.2172 -7.6105 -3.9647 0.00
F -2.3323 -8.3776 -4.6333 0.00
F -4.1056 -7.1897 -4.8994 0.00
C -2.6107 -6.4920 -3.1942 0.00
C -1.2298 -6.2974 -3.1488 0.00
C -0.7184 -5.2162 -2.4699 0.00
C -1.5629 -4.2931 -1.8288 0.00
C -2.9470 -4.5258 -1.8497 -0.01
C -3.4627 -5.6075 -2.5280 0.00
C -0.9799 -3.1456 -1.2636 -0.03
C -0.3395 -2.1607 -0.9327 0.00
H -0.5698 -6.9855 -3.6605 0.00
H 0.3480 -5.0425 -2.4362 0.00
H -3.6037 -3.8331 -1.3429 0.00
H -4.5314 -5.7757 -2.5679 0.00
```

# 3
The following is a DFT calculation (ωB97M-V with the def2-TZVPD basis set) of a molecular structure, C42H47Ge2N3O5Pd.

Its calculated total energy is -175539.9378 eV. The net charge is -2. The LUMO energy is 3.9 eV. The calculation puts the HOMO-LUMO gap at 5.67 eV. As for the spin multiplicity: 1. Its highest occupied orbital energy is -1.8 eV.

```
100
Properties=species:S:1:pos:R:3:mulliken_charge:R:1
Pd 1.4151 0.6705 0.1115 -0.90
C 3.3814 5.0560 1.6434 -1.39
C 2.8890 3.6182 1.8156 -0.27
Ge 1.6935 2.9949 0.3450 0.94
C 2.3844 3.8308 -1.3359 -0.93
C 1.3685 3.7170 -2.4738 -0.93
C -0.0350 3.8895 0.6449 -0.67
C -1.1528 3.2090 0.3597 -0.09
Ge -0.9058 1.2447 -0.0795 1.27
C -1.9003 0.9757 -1.7819 -0.71
C -3.4049 1.2362 -1.7039 -1.23
C -1.9012 0.2625 1.3571 -0.76
C -1.3379 0.5924 2.7388 -1.34
C -2.4637 3.9025 0.3930 -0.28
C -3.5467 3.4040 1.1221 0.62
C -4.7556 4.0820 1.1702 -0.93
C -4.9242 5.2725 0.4749 -0.40
C -3.8630 5.7760 -0.2667 -0.73
C -2.6516 5.1009 -0.3040 -0.22
H 3.9146 5.4211 2.5283 0.39
H 2.5529 5.7457 1.4542 0.26
H 4.0655 5.1369 0.7956 0.31
H 2.3057 3.5305 2.7375 0.36
H 3.7318 2.9333 1.9191 0.05
H 3.3116 3.3141 -1.6007 0.35
H 2.6427 4.8796 -1.1564 0.56
H 0.9490 2.7075 -2.5234 -0.05
H 1.8056 3.9431 -3.4520 0.41
H 0.5266 4.3957 -2.3170 0.19
H -0.1226 4.9337 0.9691 0.24
H -1.7121 -0.0528 -2.0936 0.33
H -1.4381 1.6325 -2.5262 0.56
H -3.8676 0.6554 -0.9015 0.17
H -3.9108 0.9512 -2.6327 0.42
H -3.6287 2.2878 -1.5158 0.31
H -1.7729 -0.7999 1.1264 0.35
H -2.9772 0.4563 1.3172 0.69
H -0.2562 0.4276 2.7611 0.08
H -1.7897 -0.0077 3.5360 0.40
H -1.4911 1.6474 2.9863 0.31
H -3.4298 2.4734 1.6609 0.20
H -5.5768 3.6703 1.7457 0.39
H -5.8706 5.7989 0.5079 0.36
H -3.9817 6.6980 -0.8250 0.37
H -1.8288 5.4878 -0.8935 0.34
C 5.1329 -1.0153 -3.5129 -0.62
C 4.0014 -0.2078 -3.4248 -0.72
C 3.5057 0.1944 -2.1993 -0.02
C 4.1194 -0.1847 -0.9859 -0.19
C 5.2518 -1.0225 -1.0953 -0.72
C 5.7384 -1.4207 -2.3309 -0.55
N 3.5309 0.1900 0.1938 1.00
C 4.2190 0.2561 1.3746 -0.29
C 5.6119 0.4711 1.4938 -0.41
C 6.2175 0.6160 2.7323 -0.62
C 5.4843 0.5536 3.9100 -0.56
C 4.1072 0.3665 3.8129 -0.70
C 3.4924 0.2250 2.5848 0.13
H 5.5177 -1.3338 -4.4739 0.36
H 3.4928 0.1131 -4.3274 0.40
H 2.6183 0.8188 -2.1420 0.59
H 5.7186 -1.4017 -0.1966 0.58
H 6.6058 -2.0722 -2.3658 0.34
H 6.2082 0.5785 0.5980 0.53
H 7.2873 0.7959 2.7730 0.32
H 5.9657 0.6686 4.8734 0.36
H 3.5000 0.3406 4.7113 0.38
H 2.4137 0.1219 2.5167 0.11
N 0.2867 -6.2835 -0.9744 -0.37
C 0.6764 -5.7067 0.1935 -0.13
O 0.8376 -6.3477 1.2216 -0.69
C 0.8488 -4.2190 0.1336 1.14
C 0.9663 -3.5302 -1.0576 -0.96
C 0.9744 -2.1448 -1.0352 -0.76
N 0.8848 -1.4469 0.0896 0.99
C 0.7988 -2.1159 1.2458 -0.28
C 0.7965 -3.4912 1.3169 -1.40
H -0.0351 -7.2319 -0.8819 0.28
H -0.2238 -5.6908 -1.6213 0.27
H 1.0147 -4.0224 -2.0132 0.55
H 0.9954 -1.5803 -1.9560 0.43
H 0.6873 -1.5132 2.1381 0.35
H 0.6971 -4.0058 2.2621 0.48
O -1.5682 -4.4309 -2.4429 -0.94
C -2.1131 -3.4904 -1.8091 0.37
O -1.7035 -2.3293 -1.6245 -0.43
C -3.4768 -3.8153 -1.1767 -0.11
C -4.1340 -2.8524 -0.4228 -0.43
C -5.3808 -3.0985 0.1606 -1.25
C -5.9247 -4.3406 -0.0519 1.22
O -7.1382 -4.8332 0.3957 -0.53
C -7.1962 -6.1802 -0.0556 -0.24
O -6.0585 -6.4453 -0.8594 -0.53
C -5.2772 -5.2998 -0.8003 1.18
C -4.0539 -5.0748 -1.3758 -1.27
H -3.6424 -1.8958 -0.3037 0.62
H -5.8933 -2.3505 0.7511 0.42
H -8.1032 -6.3218 -0.6508 0.22
H -7.1986 -6.8530 0.8098 0.24
H -3.5252 -5.8122 -1.9634 0.46
```

# 4
The following is a DFT calculation (ωB97M-V with the def2-TZVPD basis set) of a molecular structure, C42H47N11RuS2.

Its calculated total energy is -84952.4281 eV. The net charge is +1. The LUMO energy (spin up / spin down) is -2.0 / -3.0 eV. The expectation value of S² is 0.77. The calculation puts the HOMO-LUMO gap (spin up / spin down) at 7.01 / 6.39 eV. As for the spin multiplicity: 2. Its highest occupied orbital energy (spin up / spin down) is -9.0 / -9.4 eV.

```
103
Properties=species:S:1:pos:R:3:mulliken_spin:R:1
Ru 1.0727 -0.2191 -0.2682 0.02
N -4.9204 -0.8814 -0.8980 0.00
C -3.6375 -1.0540 -1.2798 0.00
S -3.0477 -2.5365 -1.6728 0.00
N -2.8646 0.1108 -1.2049 -0.01
N -0.9208 1.4290 -2.0282 0.21
C -0.5573 2.5277 -1.2819 0.32
C -1.5398 3.6183 -1.2958 0.04
C -1.7582 4.3937 -0.1545 0.06
C -2.7176 5.3926 -0.1555 -0.02
C -3.4762 5.6330 -1.2953 0.05
C -3.2537 4.8809 -2.4407 -0.02
C -2.2888 3.8842 -2.4440 0.06
C 0.8201 2.7627 -0.9140 -0.05
C 1.2751 4.0986 -0.8754 0.13
C 2.5902 4.3859 -0.6041 -0.03
C 3.4755 3.3369 -0.3854 0.12
C 2.9822 2.0512 -0.4232 -0.05
N 1.6958 1.7461 -0.6551 0.13
H -5.5109 -1.6957 -0.9354 0.00
H -5.3555 0.0206 -0.9876 0.00
H -1.1741 4.2020 0.7389 0.00
H -2.8792 5.9836 0.7369 0.00
H -4.2256 6.4133 -1.2943 0.00
H -3.8223 5.0817 -3.3399 0.00
H -2.0928 3.3184 -3.3466 0.00
H 0.5854 4.8953 -1.1057 0.02
H 2.9288 5.4134 -0.5877 0.00
H 4.5238 3.5020 -0.1831 0.00
H 3.6298 1.2070 -0.2398 0.01
C -1.7591 -4.3709 1.2248 0.00
N -0.6092 -3.5174 0.9708 0.00
C -0.1601 -2.7176 2.0945 0.00
C -0.0902 -3.3664 -0.2673 0.00
N 0.4795 -2.2441 -0.6397 0.00
C 1.4648 -2.2928 -1.6516 0.00
C 2.4522 -3.2519 -1.5611 0.00
C 3.4497 -3.3827 -2.5276 0.00
C 3.4881 -2.5109 -3.5781 0.00
C 2.5454 -1.4683 -3.6865 0.00
C 2.6449 -0.5809 -4.7861 0.00
C 1.7665 0.4433 -4.9409 0.00
C 0.7440 0.6298 -3.9951 -0.01
C 0.5896 -0.2163 -2.9366 0.03
N -0.3905 0.1115 -1.8982 0.00
C -1.8516 0.3525 -2.1872 -0.07
N -2.2741 0.1870 -3.5283 0.00
C -2.0299 -1.0206 -4.3060 0.00
C -3.5572 0.7935 -3.8445 0.00
N -2.9160 0.8712 -0.0205 0.01
C -2.8640 0.0254 1.1660 0.01
C -4.0051 1.8414 0.0353 0.00
C 1.4956 -1.3210 -2.7182 0.00
N -0.2484 -4.4418 -1.1039 0.00
C -0.3494 -4.3171 -2.5437 0.00
C 0.0715 -5.7810 -0.6391 0.00
H -2.4342 -3.8460 1.9020 0.00
H -1.4741 -5.3162 1.6931 0.00
H -2.2905 -4.5742 0.2989 0.00
H 0.0378 -3.3722 2.9467 0.00
H -0.9205 -1.9907 2.3926 0.00
H 0.7548 -2.2055 1.8259 0.00
H 2.4405 -3.9104 -0.7017 0.00
H 4.1913 -4.1655 -2.4333 0.00
H 4.2471 -2.5984 -4.3449 0.00
H 3.4456 -0.7392 -5.4975 0.00
H 1.8501 1.1250 -5.7769 0.00
H 0.0593 1.4592 -4.0963 0.00
H -1.1305 -1.5259 -3.9730 0.00
H -1.8816 -0.7287 -5.3487 0.00
H -2.8645 -1.7235 -4.2485 0.00
H -3.6918 1.7222 -3.2922 0.00
H -4.4037 0.1278 -3.6300 0.00
H -3.5791 1.0282 -4.9097 0.00
H -1.9792 -0.6073 1.1080 0.00
H -3.7582 -0.5969 1.2864 0.00
H -2.7813 0.6690 2.0385 0.00
H -4.0768 2.3825 -0.9052 0.00
H -3.7765 2.5640 0.8182 0.00
H -4.9748 1.3914 0.2856 0.00
H -0.6275 -3.3024 -2.8059 0.00
H -1.1338 -4.9896 -2.8990 0.00
H 0.5880 -4.5783 -3.0449 0.00
H 0.3575 -5.7610 0.4091 0.00
H 0.9158 -6.1722 -1.2158 0.00
H -0.7741 -6.4623 -0.7610 0.00
S 3.9285 -1.1858 3.0645 0.00
C 4.7033 -1.6640 1.6172 0.00
C 3.9601 -1.3904 0.5048 0.00
C 2.7005 -0.7758 0.7916 0.00
C 2.5790 -0.6112 2.1533 0.00
C 1.4717 0.1750 2.6160 0.00
C 1.2667 0.6419 3.9148 0.00
C 0.2684 1.5594 4.1609 0.00
C -0.5134 2.0004 3.0980 0.01
C -0.3017 1.4538 1.8494 -0.03
N 0.6390 0.5360 1.6013 0.00
H 5.6779 -2.1267 1.6605 0.00
H 4.3261 -1.6024 -0.4913 0.00
H 1.9278 0.3061 4.7028 0.00
H 0.1105 1.9429 5.1603 0.00
H -1.2897 2.7414 3.2344 0.00
H -0.9178 1.7281 1.0024 0.03
```